# 1
Computed, not measured: a 13-piece molecular cluster, H26O13 overall, with the ωB97M-V functional and the def2-TZVPD basis.

Computed properties:
- Highest occupied orbital energy: -0.3890 hartree
- Multiplicity: 1
- Energy relative to the best compared isomer or geometry (same formula, charge and spin): 1.008 eV
- LUMO: 0.00 eV
- Total energy: -993.7362 Ha
- Molecular weight: 234.2 g/mol
- Kohn-Sham gap: 10.59 eV

Atoms and positions in Å:
1 O 2.95 0.97 -1.52
2 H 2.22 0.42 -1.88
3 H 3.36 1.37 -2.29
4 O 2.97 -1.08 0.76
5 H 3.37 -0.23 0.56
6 H 3.29 -1.67 0.07
7 O 1.29 2.72 -0.06
8 H 2.03 2.14 -0.32
9 H 1.57 3.14 0.76
10 O 0.09 -2.08 1.38
11 H -0.28 -2.96 1.50
12 H 0.17 -1.70 2.30
13 O 1.42 -1.15 -2.63
14 H 0.66 -1.62 -2.26
15 H 2.18 -1.69 -2.38
16 O 1.59 -0.88 3.30
17 H 1.87 -0.96 2.38
18 H 1.15 -0.01 3.36
19 O -2.24 -1.13 -1.41
20 H -1.80 -0.29 -1.24
21 H -2.73 -1.31 -0.59
22 O -1.98 1.99 -2.04
23 H -1.19 1.60 -2.42
24 H -2.62 2.02 -2.76
25 O -0.98 0.36 3.04
26 H -1.52 -0.43 3.14
27 H -1.24 0.72 2.18
28 O -3.21 0.52 1.01
29 H -3.75 1.27 0.75
30 H -2.43 0.58 0.46
31 O -0.47 -3.31 -1.68
32 H -1.17 -3.97 -1.67
33 H -0.80 -2.60 -1.11
34 O -1.60 3.03 0.61
35 H -0.67 3.18 0.39
36 H -1.93 2.54 -0.15
37 O -0.22 0.25 0.01
38 H 0.08 -0.59 0.41
39 H 0.56 0.83 0.04

***

# 2
Computed, not measured: a 13-piece molecular cluster, H26O13 overall in a non-equilibrium geometry, with the ωB97M-V functional and the def2-TZVPD basis.

Computed properties:
- Highest occupied orbital energy: -0.3919 hartree
- Multiplicity: 1
- Energy relative to the best compared isomer or geometry (same formula, charge and spin): 5.216 eV
- LUMO: -0.52 eV
- Total energy: -993.5816 Ha
- Molecular weight: 234.2 g/mol
- Kohn-Sham gap: 10.15 eV

Atoms and positions in Å:
1 H 0.00 0.10 -0.71
2 H 0.41 -0.81 0.53
3 H 3.50 -3.50 -1.11
4 H 4.16 -4.58 -1.91
5 H -1.41 -1.06 -3.95
6 H -1.61 -2.56 -3.90
7 H -1.95 0.84 1.63
8 H -2.47 1.48 2.77
9 H 0.00 4.60 0.45
10 H -1.47 4.71 -0.19
11 H 3.91 1.76 1.05
12 H 2.95 2.82 0.54
13 H -4.45 1.72 -2.67
14 H -3.10 1.30 -1.89
15 H -1.52 3.76 3.18
16 H -0.08 4.02 2.93
17 H -0.51 -4.01 0.13
18 H -1.11 -4.42 -1.18
19 H -4.06 -0.21 0.20
20 H -4.74 0.95 1.05
21 H 4.01 -1.04 -0.45
22 H 4.02 -0.98 1.14
23 H 0.99 -0.77 -2.53
24 H 2.45 -0.80 -1.98
25 H 1.23 -3.40 3.93
26 H 0.92 -2.15 4.85
27 O 0.28 0.11 0.28
28 O 3.30 -4.33 -1.53
29 O -2.03 -1.79 -3.54
30 O -1.67 1.42 2.37
31 O -0.48 4.41 -0.35
32 O 3.80 2.72 1.03
33 O -3.57 1.45 -2.78
34 O -0.88 3.66 2.45
35 O -0.45 -3.78 -0.78
36 O -4.89 0.36 0.29
37 O 4.09 -0.45 0.35
38 O 1.83 -0.42 -2.64
39 O 0.67 -3.10 4.62

***

# 3
Computed, not measured: a 13-piece molecular cluster, H26O13 overall in a non-equilibrium geometry, with the ωB97M-V functional and the def2-TZVPD basis.

Computed properties:
- Highest occupied orbital energy (alpha / beta): -0.5125 / -0.5108 hartree
- Multiplicity: 2
- Charge: +1
- Energy relative to the best compared isomer or geometry (same formula, charge and spin): 2.720 eV
- LUMO (alpha / beta): -3.32 / -10.80 eV
- Total energy: -993.2634 Ha
- Molecular weight: 234.2 g/mol
- Kohn-Sham gap (alpha / beta): 10.62 / 3.10 eV

Atoms and positions in Å:
1 O 0.52 -2.72 3.34
2 H -0.34 -3.17 3.32
3 H 0.39 -2.05 2.66
4 O 1.70 -3.10 -0.07
5 H 2.23 -2.85 -0.83
6 H 1.31 -3.95 0.11
7 O -2.51 -1.48 1.19
8 H -2.61 -0.84 1.90
9 H -3.41 -1.79 1.04
10 O 2.86 1.76 -2.20
11 H 3.07 1.15 -2.91
12 H 3.20 1.25 -1.45
13 O -1.12 -0.07 -1.15
14 H -0.82 -0.82 -1.69
15 H -0.66 0.71 -1.51
16 O 0.98 0.33 3.28
17 H 1.75 -0.17 3.58
18 H 1.28 1.25 3.33
19 O -3.45 1.28 2.08
20 H -3.34 0.97 2.98
21 H -2.76 1.84 1.68
22 O -0.97 1.80 -3.31
23 H -0.04 2.02 -3.45
24 H -1.42 2.64 -3.21
25 O 2.49 -1.47 -2.88
26 H 1.93 -2.18 -3.17
27 H 2.23 -0.70 -3.39
28 O 0.62 1.33 0.23
29 H 1.49 0.91 0.17
30 H 0.02 0.69 0.61
31 O -1.01 -4.21 0.19
32 H -0.99 -3.26 0.34
33 H -1.49 -4.26 -0.64
34 O 0.97 4.03 -0.65
35 H 0.63 3.43 0.03
36 H 1.03 3.60 -1.50
37 O -1.53 2.76 0.96
38 H -1.38 3.27 0.16
39 H -0.88 2.06 0.82

***

# 4
Computed, not measured: H26O13Xe as an isolated structure, with the ωB97M-V functional and the def2-TZVPD basis.

Computed properties:
- Highest occupied orbital energy: -0.3619 hartree
- Multiplicity: 1
- Energy relative to the best compared isomer or geometry (same formula, charge and spin): 0.895 eV
- LUMO: -0.61 eV
- Total energy: -1323.0776 Ha
- Molecular weight: 365.5 g/mol
- Kohn-Sham gap: 9.24 eV

Atoms and positions in Å:
1 Xe -0.84 0.43 -0.18
2 O -2.02 1.83 3.13
3 H -2.78 1.38 2.78
4 H -2.29 2.14 4.00
5 O 1.79 -1.88 -2.41
6 H 0.91 -2.22 -2.25
7 H 2.08 -1.57 -1.55
8 O 1.71 0.86 -3.02
9 H 1.74 -0.02 -2.64
10 H 0.81 1.15 -2.89
11 O 0.63 3.30 -0.84
12 H 1.56 3.10 -0.74
13 H 0.60 4.26 -0.91
14 O 1.46 -3.09 0.74
15 H 1.71 -2.29 1.19
16 H 0.52 -2.99 0.59
17 O 3.14 -0.44 -0.39
18 H 3.39 0.46 -0.59
19 H 2.97 -0.45 0.55
20 O -0.53 2.52 -3.41
21 H -0.14 2.93 -2.64
22 H -0.39 3.17 -4.11
23 O -3.25 -2.29 -1.08
24 H -3.80 -2.85 -0.53
25 H -3.72 -1.46 -1.13
26 O -0.93 -2.92 -2.52
27 H -0.82 -2.44 -3.34
28 H -1.71 -2.53 -2.13
29 O -1.20 3.95 1.29
30 H -0.62 3.49 0.69
31 H -1.45 3.29 1.94
32 O -1.42 -3.37 0.60
33 H -2.08 -2.80 0.20
34 H -1.34 -3.05 1.50
35 O 2.31 -0.21 2.24
36 H 2.94 -0.37 2.93
37 H 1.46 -0.16 2.69
38 O 0.01 0.07 3.91
39 H 0.25 0.41 4.77
40 H -0.67 0.66 3.60

***

# 5
Computed, not measured: H27MnO15P as an isolated structure in a non-equilibrium geometry, with the ωB97M-V functional and the def2-TZVPD basis.

Computed properties:
- Highest occupied orbital energy (alpha / beta): -0.5432 / -0.6850 hartree
- Multiplicity: 7
- Charge: +3
- LUMO (alpha / beta): -10.82 / -10.91 eV
- Total energy: -2636.0165 Ha
- Molecular weight: 353.1 g/mol
- Kohn-Sham gap (alpha / beta): 3.97 / 7.73 eV

Atoms and positions in Å:
1 O 3.03 1.55 -0.62
2 H 3.05 1.81 -1.54
3 H 3.56 0.75 -0.55
4 H 2.14 1.28 -0.39
5 O 1.27 -0.95 -2.79
6 H 2.21 -0.99 -2.99
7 H 1.20 -0.29 -2.09
8 H 1.02 -1.76 -2.34
9 O 2.39 -2.12 0.78
10 H 1.63 -1.71 1.19
11 H 2.20 -2.98 0.40
12 H 2.78 -1.57 0.10
13 O 0.29 -0.50 3.52
14 H -0.54 -0.77 3.90
15 H 1.08 -0.92 3.87
16 H 0.21 -0.59 2.56
17 O -1.84 -2.92 -0.98
18 H -0.92 -3.19 -0.96
19 H -2.40 -3.19 -0.25
20 H -1.77 -1.97 -0.90
21 Mn -2.82 0.67 0.75
22 P -0.34 -0.03 0.26
23 O 0.73 0.50 -0.77
24 O 0.22 -1.12 1.12
25 O -1.67 -0.45 -0.38
26 O -0.89 1.11 1.14
27 O -0.82 2.66 3.34
28 H -0.66 2.07 2.61
29 H -0.66 3.53 2.98
30 O 1.22 2.59 1.17
31 H 0.56 1.95 0.91
32 H 0.97 3.38 0.70
33 O -1.76 -0.13 -3.10
34 H -1.57 -0.07 -2.16
35 H -2.66 -0.45 -3.13
36 O -0.10 2.60 -2.08
37 H 0.12 2.56 -3.01
38 H 0.19 1.76 -1.72
39 O -2.64 2.20 -0.88
40 H -1.76 2.42 -1.17
41 H -3.22 2.60 -1.53
42 O -1.38 -3.09 1.81
43 H -0.83 -2.36 1.52
44 H -0.81 -3.86 1.72

***

# 6
Computed, not measured: H28HeO14 as an isolated structure in a non-equilibrium geometry, with the ωB97M-V functional and the def2-TZVPD basis.

Computed properties:
- Highest occupied orbital energy: -0.3639 hartree
- Multiplicity: 1
- Energy relative to the best compared isomer or geometry (same formula, charge and spin): 0.628 eV
- LUMO: -0.21 eV
- Total energy: -1073.0665 Ha
- Molecular weight: 256.2 g/mol
- Kohn-Sham gap: 9.69 eV

Atoms and positions in Å:
1 He 1.47 -6.07 -7.71
2 O 4.40 -3.93 -6.05
3 H 4.81 -4.71 -5.66
4 H 3.52 -3.91 -5.68
5 O 3.11 -4.94 -10.76
6 H 2.20 -5.14 -11.00
7 H 3.45 -4.44 -11.50
8 O -0.80 -7.35 -9.41
9 H -0.13 -7.99 -9.66
10 H -1.58 -7.62 -9.89
11 O 4.84 -8.37 -8.17
12 H 5.22 -7.75 -8.79
13 H 4.50 -7.83 -7.46
14 O 4.84 -7.01 -10.74
15 H 4.07 -6.44 -10.70
16 H 5.20 -6.87 -11.61
17 O 3.98 -3.04 -8.65
18 H 4.04 -3.40 -7.76
19 H 3.90 -3.80 -9.22
20 O -0.60 -3.22 -5.79
21 H -0.65 -3.94 -6.42
22 H -1.47 -3.20 -5.38
23 O -0.55 -6.47 -4.98
24 H -0.95 -6.01 -4.25
25 H -0.11 -7.22 -4.58
26 O 2.02 -3.61 -4.69
27 H 1.16 -3.68 -5.09
28 H 1.99 -2.78 -4.21
29 O 3.10 -7.12 -5.90
30 H 2.80 -6.36 -5.41
31 H 2.62 -7.86 -5.53
32 O -0.11 -3.10 -9.78
33 H -0.76 -2.83 -9.13
34 H 0.50 -2.36 -9.84
35 O 0.69 -9.24 -6.40
36 H 0.74 -8.50 -7.00
37 H -0.11 -9.70 -6.65
38 O -1.31 -5.57 -7.34
39 H -1.06 -6.05 -8.13
40 H -0.73 -5.93 -6.66
41 O 0.30 -5.52 -11.07
42 H -0.13 -6.22 -10.58
43 H -0.07 -4.71 -10.72

***

Q: Among the records above, which one has the highest molecular weight?
A: H26O13Xe

***

Q: The lowest total energy belongs to which entry?
A: H27MnO15P